# 1
Here is one molecule with the formula C14H27N3O2 at a distorted geometry from OMol25. Energies are from the ωB97M-V functional and the def2-TZVPD basis.

```
46
Properties=species:S:1:pos:R:3:forces:R:3:lowdin_charge:R:1
O 1.30747 -1.38698 0.06787 -1.45 1.34 0.61 0.0447
N 0.65729 -1.01988 2.98583 0.49 -0.55 0.45 0.0479
O -0.20145 0.28107 -0.33985 0.18 0.42 1.46 0.0027
C 0.49262 -0.53999 0.48258 2.28 -2.35 0.12 -0.4848
C 1.32943 -2.13709 2.99597 -1.30 1.93 1.54 -0.1436
N 0.24165 -0.35960 1.84355 -0.83 1.23 -2.23 0.0353
N 1.63116 -2.71901 4.23622 0.44 -0.14 -0.66 -0.2121
C 1.53795 -1.93916 5.49675 -0.19 -0.47 -0.40 -0.0690
C 2.32092 -4.02017 4.24136 -0.51 0.45 0.97 -0.0713
C -2.88773 -0.89977 -1.18105 0.51 -0.72 -0.05 -0.0654
C 1.95030 2.66767 -1.95867 -0.23 0.64 -0.75 -0.0743
C 0.06753 3.38414 -0.42520 0.87 -0.17 -0.56 -0.0609
C -2.59457 0.73173 -3.08033 1.00 -0.52 0.29 -0.1634
C -0.62940 -0.86526 -2.43829 -0.46 1.29 -0.57 -0.0824
C -1.89381 1.85745 -2.30995 0.29 0.04 -0.81 -0.1478
C 0.12062 0.30701 -1.74249 -1.17 -0.49 -1.16 -0.2344
C -2.16943 -0.64813 -2.51910 -0.02 -0.16 0.06 -0.3450
C 0.42365 2.90960 -1.85706 0.45 -0.25 0.59 -0.3709
C -0.35496 1.66369 -2.36623 -0.17 0.28 0.39 -0.2217
H 1.60830 -2.58156 2.07634 0.49 -0.95 -0.57 0.1068
H -0.31056 0.49697 1.97726 0.43 -0.92 0.66 0.1467
H 0.47996 -1.77709 5.68006 -0.12 0.29 0.25 0.0689
H 2.02701 -0.96175 5.40001 -0.07 -0.21 -0.06 0.0771
H 1.95619 -2.47299 6.39212 -0.23 0.21 -1.21 0.0901
H 2.46959 -4.32195 5.29806 0.02 0.21 -0.68 0.0845
H 1.76089 -4.82824 3.77146 -0.27 0.18 -0.13 0.0786
H 3.27152 -3.94560 3.75462 0.77 -0.07 -0.25 0.0691
H -3.96105 -0.82633 -1.32684 -0.19 0.05 0.10 0.0729
H -2.66387 -1.91503 -0.80257 -0.12 0.34 -0.22 0.0874
H -2.56726 -0.22354 -0.39356 -0.10 0.21 -0.05 0.0645
H 2.50999 3.63604 -1.88092 -0.41 -0.89 0.17 0.0893
H 2.25800 1.96553 -1.18051 0.26 0.16 -0.07 0.0742
H 2.19266 2.24136 -2.96056 -0.05 0.17 0.70 0.0878
H 0.39033 2.62309 0.27680 -0.43 -0.18 0.30 0.0631
H -0.96813 3.66918 -0.32261 -0.39 -0.24 0.17 0.0685
H 0.65432 4.26466 -0.15624 0.06 0.12 -0.25 0.0760
H -3.66231 0.79111 -3.00830 -0.72 0.20 0.23 0.0971
H -2.39794 0.79456 -4.16026 0.34 0.06 0.21 0.1165
H -0.26384 -0.89114 -3.48357 0.04 -0.14 0.44 0.1281
H -0.40503 -1.81158 -1.95786 0.14 -0.08 0.08 0.1119
H -2.20536 2.82341 -2.75296 0.48 -0.25 0.14 0.1253
H -2.21072 1.90343 -1.28486 -0.29 -0.18 0.59 0.0980
H 1.18462 0.15935 -1.90930 0.09 0.09 0.34 0.1351
H -2.53226 -1.40126 -3.22890 -0.04 -0.02 0.11 0.1282
H 0.17835 3.74001 -2.50459 -0.17 0.18 -0.49 0.1223
H -0.14263 1.58205 -3.44419 0.30 -0.13 0.22 0.1485
```
Positions in Å, forces in eV/Å.

The highest occupied orbital energy is -7.73 eV. As for the SMILES: CC(C)[C@@H]1CC[C@H](C)C[C@@H]1OC(=O)N/N=C/N(C)C. The total energy comes out at -23520.707 eV.

# 2
Here is C14H27NOSb as an isolated structure at a distorted geometry from OMol25. Energies are from the ωB97M-V functional and the def2-TZVPD basis.

```
44
Properties=species:S:1:pos:R:3:forces:R:3:lowdin_charge:R:1
C -2.76776 0.03946 3.62722 0.39 -0.75 0.36 -0.1180
C -1.44391 -0.75898 3.99357 -0.20 -0.39 -0.92 -0.2232
C -0.51970 -0.83602 2.72781 -0.45 -0.65 -0.37 -0.2954
O 0.10432 0.40155 2.38693 0.28 -0.29 0.60 -0.2677
C 1.49408 0.24859 2.02628 0.80 0.07 0.49 -0.3841
Sb 1.82092 -0.57584 -0.03513 0.09 -0.35 0.23 0.9851
C 3.45912 0.88999 -0.32433 0.55 0.99 -0.53 -0.4008
C 4.33135 0.73964 -1.64200 0.60 0.65 1.35 -0.3819
N 4.50358 -0.62969 -2.15303 0.23 0.58 -0.81 -0.0739
C 0.26653 0.77766 -0.90552 -0.97 0.37 0.23 -0.3265
C -0.98407 0.06373 -1.49614 -2.02 0.24 -1.08 -0.2248
C -1.14280 -1.36307 -1.70917 -1.31 0.22 -0.56 -0.0825
C -2.37538 -1.98166 -2.23588 0.52 2.60 0.58 -0.0996
C -3.49316 -1.12130 -2.56924 1.51 0.30 0.43 -0.1268
C -3.38301 0.33344 -2.41935 1.75 -2.16 0.60 -0.0752
C -2.14548 0.90930 -1.88879 -0.77 -0.88 -0.54 -0.2054
C -2.13224 2.47412 -1.76899 -0.01 -0.54 0.31 -0.0851
H -2.93412 0.83570 4.39310 -0.19 -0.48 -0.91 0.0611
H -3.61611 -0.70246 3.62090 0.62 0.97 0.17 0.0650
H -2.69438 0.43039 2.58081 -0.02 0.04 1.07 0.0701
H -1.75013 -1.82347 4.21686 0.46 0.99 -0.14 0.0988
H -0.90293 -0.37909 4.89483 -0.43 -0.07 -0.80 0.1000
H -1.17492 -1.12293 1.85059 0.56 0.06 0.90 0.1129
H 0.23986 -1.65848 2.82512 -0.54 0.78 0.04 0.1073
H 2.00746 -0.43080 2.77240 -0.43 0.52 -0.63 0.0560
H 2.02758 1.23907 2.08412 -0.85 -0.64 0.10 0.0527
H 3.05800 -1.72569 0.55208 0.23 -0.04 0.18 -0.1061
H 0.62910 -1.81572 0.37891 -0.16 0.00 -0.03 -0.0768
H 1.98521 -1.29306 -1.62356 -0.10 -0.06 -0.27 -0.0812
H 4.12971 0.84130 0.57992 -0.67 -0.09 -0.75 0.0401
H 2.99791 1.91981 -0.33420 0.40 -0.82 0.13 0.0369
H 3.94992 1.46722 -2.40793 0.25 -1.09 0.33 0.0942
H 5.37128 1.10999 -1.38041 -0.97 -0.17 -0.37 0.0813
H 3.80187 -0.85176 -2.85538 0.12 -0.15 0.67 0.0288
H 4.51974 -1.32925 -1.41441 -0.36 0.32 -0.20 0.0251
H 0.73843 1.49610 -1.63978 -0.43 -0.91 0.48 0.0606
H -0.09909 1.42684 -0.05303 0.34 -0.64 -0.78 0.0584
H -0.31538 -2.06340 -1.47610 -0.59 0.79 -0.11 0.0371
H -2.41829 -3.09466 -2.33610 -0.04 1.22 0.03 0.0866
H -4.41644 -1.60869 -2.96874 0.78 0.71 0.39 0.0795
H -4.27367 0.92918 -2.71280 0.94 -0.17 0.32 0.0895
H -2.82038 2.76854 -0.92761 0.67 -0.17 -0.73 0.0783
H -2.52490 2.96239 -2.70527 0.46 -0.56 0.86 0.0727
H -1.10773 2.86201 -1.52856 -1.03 -0.35 -0.33 0.0564
```
Positions in Å, forces in eV/Å.

The highest occupied orbital energy is -3.46 eV. Its charge is -1. The total energy comes out at -25025.445 eV.

# 3
Here is a 5-piece molecular cluster, C14H28Br4N2OS overall at a distorted geometry from OMol25. Energies are from the ωB97M-V functional and the def2-TZVPD basis.

```
50
Properties=species:S:1:pos:R:3:forces:R:3:lowdin_charge:R:1
C 6.02669 -22.98536 -7.95848 -1.45 0.10 0.03 -0.0933
C 4.61529 -23.56008 -7.70047 0.15 0.19 0.00 -0.2524
C 3.66314 -22.52257 -7.08054 0.31 -0.02 0.15 -0.1907
C 3.32744 -21.46052 -8.03270 0.06 -0.15 0.37 -0.2538
N 3.05078 -20.64658 -8.79039 0.01 0.09 -0.26 0.1668
H 6.40605 -22.52775 -7.04622 0.29 -0.12 0.00 0.0580
H 5.87635 -22.20047 -8.70225 0.48 0.03 -0.07 0.0711
H 6.67331 -23.76794 -8.33852 0.26 0.10 0.00 0.0695
H 4.66362 -24.41524 -7.02683 -0.04 -0.08 -0.06 0.1043
H 4.19266 -23.87079 -8.65619 -0.01 -0.29 0.07 0.1081
H 4.14161 -22.10046 -6.19318 -0.04 0.31 -0.11 0.1069
H 2.73240 -22.95573 -6.71386 -0.04 -0.17 -0.21 0.1177
C 7.54613 -19.55502 -5.34855 1.31 -0.34 -0.53 -0.1034
C 7.23404 -18.25709 -6.07454 -1.13 0.22 0.09 -0.2419
C 5.95631 -17.59772 -5.50694 -0.28 -0.63 0.61 -0.1788
C 4.76780 -18.41874 -5.78739 0.10 0.07 -0.41 -0.2172
N 3.85116 -19.06690 -6.02884 -0.01 -0.02 0.17 0.1914
H 6.96084 -20.41859 -5.65971 -0.37 0.21 0.06 0.0596
H 7.56095 -19.48770 -4.26137 -0.26 0.20 0.02 0.0818
H 8.57684 -19.80461 -5.63441 -0.11 -0.19 0.14 0.0661
H 7.02562 -18.43121 -7.13142 0.32 -0.14 -0.05 0.1134
H 8.07457 -17.56953 -6.01334 -0.05 0.12 0.13 0.1063
H 5.74948 -16.58279 -5.84182 0.20 0.03 -0.08 0.1174
H 5.99218 -17.62041 -4.41093 0.27 0.44 -0.05 0.1179
C 12.78141 -18.96704 -2.34715 0.30 -0.01 -0.03 -0.2678
S 12.60243 -20.75550 -2.56454 -0.95 -0.19 0.40 0.8173
O 11.48501 -21.15118 -1.64441 0.52 0.07 -0.55 -0.5663
C 11.90609 -20.67164 -4.23929 0.35 0.61 -0.50 -0.2756
H 13.78201 -18.67956 -2.67271 -0.12 0.11 -0.22 0.0485
H 12.71380 -18.76061 -1.28120 -0.05 -0.24 0.06 0.0523
H 11.99613 -18.41979 -2.86450 0.04 -0.01 -0.07 0.0483
H 12.63691 -20.19600 -4.90266 0.09 0.09 0.22 0.0534
H 11.02065 -20.03575 -4.21948 -0.11 -0.17 0.12 0.0385
H 11.69222 -21.62972 -4.70586 -0.08 -0.26 0.55 0.0499
Br 1.42584 -16.96825 -2.81194 -0.08 -0.13 0.17 0.6167
C 2.65635 -16.13588 -4.03374 0.36 0.32 -0.24 -0.7566
C 2.20115 -14.75531 -4.47538 -0.13 -0.42 0.14 -0.6902
Br 1.96911 -13.53502 -2.95222 0.04 -0.23 -0.55 0.5811
H 2.69293 -16.81238 -4.88320 -0.03 0.11 -0.16 -0.0169
H 3.64404 -16.10628 -3.57809 -0.12 0.01 0.23 0.0512
H 1.26957 -14.86767 -5.02455 -0.22 0.34 0.30 0.0197
H 2.91776 -14.29161 -5.14822 0.17 -0.02 0.14 0.0573
Br -1.02929 -21.09667 -8.53171 0.11 0.31 0.34 0.5908
C -0.86776 -19.35730 -7.63607 -0.16 0.62 -0.42 -0.6996
C 0.55679 -18.84416 -7.72708 -0.32 -0.50 0.00 -0.6976
Br 0.60961 -17.01200 -7.02421 0.04 -0.39 -0.06 0.6597
H -1.24574 -19.42168 -6.62076 0.19 -0.32 0.06 0.0561
H -1.52697 -18.68076 -8.17659 -0.05 -0.16 -0.07 0.0431
H 0.89056 -18.79626 -8.75713 0.04 0.09 0.00 0.0407
H 1.23316 -19.48894 -7.17534 0.20 0.37 0.18 0.0210
```
Positions in Å, forces in eV/Å.

The highest occupied orbital energy is -9.25 eV. The total energy comes out at -311003.798 eV.

# 4
Here is C14H28Cl8O4S2Ta as an isolated structure at a distorted geometry from OMol25. Energies are from the ωB97M-V functional and the def2-TZVPD basis.

```
57
Properties=species:S:1:pos:R:3:forces:R:3:lowdin_charge:R:1
C 2.60009 -4.69719 3.94673 -0.47 1.42 0.14 -0.1373
C 3.25784 -3.47566 3.51737 0.87 -2.50 -1.63 -0.3124
C 4.10411 -3.57081 2.14485 0.81 1.41 2.74 -0.4547
Ta 2.52786 -3.15378 0.46364 -0.15 -0.51 -0.11 1.0899
S 0.82500 -2.51343 -1.37083 1.12 0.75 0.53 0.2895
C 1.26279 -0.76747 -1.93336 0.02 0.42 0.74 -0.4964
C -0.04106 0.15740 -1.83038 -0.58 1.74 -2.93 -0.4260
O -0.34592 0.83047 -2.85715 0.65 -2.20 3.55 0.0128
O -0.88981 0.23378 -0.70211 2.69 0.14 -1.27 -0.0507
C -0.15501 0.52416 0.51122 -0.46 -0.67 2.26 -0.1711
C -0.56469 -0.53615 1.67131 1.57 -0.08 0.31 -0.3162
C -0.17500 -0.00624 3.14785 0.26 -0.10 -0.68 -0.0340
O -1.97200 -0.93122 1.58633 1.20 -1.82 1.16 -0.0450
C -1.96059 -2.36064 1.73409 -1.19 -2.08 -3.91 -0.4213
O -2.15599 -3.03541 0.69208 0.50 2.54 4.13 0.0309
C -1.75146 -3.12319 3.11999 -0.41 0.43 -0.14 -0.4288
S -1.44785 -4.96448 2.88806 -0.13 0.35 -0.17 0.6340
H 1.46735 -4.75633 3.73319 1.48 0.40 1.92 0.0008
H 3.12354 -5.57462 4.45683 -0.41 0.78 -2.24 0.0327
H 3.18650 -2.46886 4.04375 -1.21 -0.91 -1.67 0.0746
H 4.86699 -2.69712 2.15147 -0.78 -1.41 -0.31 0.0191
H 4.62284 -4.58451 2.02727 -0.84 1.23 0.02 0.0402
H 1.16919 -3.18209 1.76402 0.17 0.06 -0.09 -0.1373
H 2.17162 -4.98547 0.23766 -0.20 0.38 -0.09 -0.1650
H 3.86568 -3.22957 -0.84498 0.14 -0.15 0.36 -0.1852
H 2.79356 -1.31740 0.68529 -0.25 0.17 0.07 -0.1497
H 2.11808 -0.37831 -1.26843 -1.42 -0.49 -0.97 0.0358
H 1.62598 -0.74703 -3.02036 -0.85 -0.01 1.65 0.0856
H -0.40636 1.57885 0.86556 0.10 -1.44 -0.66 0.0603
H 0.97799 0.45031 0.41956 -1.49 -0.01 -0.12 0.0931
H 0.06597 -1.46679 1.47281 -0.77 1.19 0.16 0.0457
H -0.71540 -0.59302 3.97846 0.61 1.08 -1.44 0.0773
H 0.95282 -0.16671 3.33813 -1.71 0.38 -0.48 0.0921
H -0.42322 1.10588 3.17058 0.28 -1.41 0.40 0.0777
H -0.82839 -2.70410 3.64349 -1.16 -0.81 -0.70 0.0679
H -2.64719 -3.04669 3.83249 1.23 0.40 -1.27 0.0850
H -2.37114 -5.43889 1.96177 0.54 1.15 0.73 -0.1224
C -0.90541 1.47040 -6.21897 0.12 -0.08 0.27 -1.0290
Cl -2.50116 1.21151 -6.93676 -0.07 -0.05 0.03 0.4930
Cl 0.02388 2.66126 -7.13904 0.07 -0.23 -0.29 0.4655
H -1.03013 1.83003 -5.19860 0.03 -0.03 -0.16 -0.0170
H -0.36308 0.52678 -6.21261 -0.11 0.16 -0.07 0.0322
C 0.77629 4.20174 -1.09157 0.16 -0.04 -0.35 -1.0059
Cl -0.72278 5.05546 -0.70639 0.36 0.29 -0.26 0.4857
Cl 1.39650 3.33382 0.31680 0.31 0.28 -0.03 0.5763
H 0.57983 3.48555 -1.88817 -0.07 0.03 0.22 -0.0175
H 1.52162 4.92400 -1.42049 -0.12 -0.08 0.15 0.0263
C -1.61590 4.93979 -4.26792 -0.15 0.01 0.27 -1.0099
Cl -2.26193 5.57194 -5.78778 -0.09 0.02 0.00 0.5024
Cl 0.05965 4.40834 -4.45659 -0.01 0.19 0.32 0.5316
H -1.65525 5.72355 -3.51342 0.08 -0.09 -0.17 0.0033
H -2.22176 4.09188 -3.95112 0.14 0.06 -0.13 0.0357
C -4.10426 4.40369 1.05380 -0.15 -0.30 0.00 -1.0117
Cl -3.32460 5.98460 1.20500 -0.13 0.16 0.08 0.4801
Cl -2.98268 3.18861 0.43132 -0.51 -0.28 0.19 0.5148
H -4.45687 4.08933 2.03478 0.17 0.09 -0.11 0.0263
H -4.94671 4.49001 0.36946 0.21 0.04 0.03 0.0264
```
Positions in Å, forces in eV/Å.

The highest occupied orbital energy is -3.99 eV. Its charge is -1. The total energy comes out at -146554.116 eV.

Look up the highest occupied orbital energy of the first one.
-7.73 eV

The lowest highest occupied orbital energy belongs to which entry?
C14H28Br4N2OS

Which formula does entry 1 have?
C14H27N3O2